(1)
Molecular formula: C37H50InN5O7PTe
Method: DFT, wB97M-V/def2-TZVPD

The calculation puts the HOMO energy at -4.89 eV. The value obtained for the relative energy (zero: lowest compared OMol25 entry of this formula, charge and spin) is 0.00 kcal/mol. Its total charge is -1. For the frontier orbital gap, the calculation gives 7.354 eV.

Geometry (Å):
H (4.7647, 2.4008, 0.1993)
N (0.3883, -2.5042, 1.6611)
N (0.7250, 0.4430, -0.7398)
H (5.1070, 0.2745, -0.0780)
C (-5.2442, -3.2698, 0.1693)
N (-0.1534, -0.0678, 2.7905)
H (0.3131, 1.6497, -3.0504)
C (0.9351, -2.2069, 2.8632)
C (3.0898, -0.6788, -2.7226)
H (1.1620, 2.7427, -4.1473)
H (-3.0243, 3.8878, -3.0967)
H (-2.0551, 1.5499, -5.6858)
H (3.9096, 0.4631, 1.5864)
C (3.0302, -1.4339, -0.4078)
C (1.5213, 3.7661, -1.8282)
C (1.7666, -3.0795, 3.5428)
C (-3.9067, -2.1382, 2.3209)
C (3.8955, 2.9281, 0.5905)
H (-2.2281, -1.1385, 3.2121)
H (1.6993, 3.1346, 2.2814)
H (-0.6748, -0.4328, -6.3507)
C (2.9474, 0.9486, 1.7492)
H (-5.4639, -0.2785, -1.0915)
O (-4.0081, 1.8716, -2.4781)
H (-6.7186, -5.4181, 1.3654)
C (-0.7081, -2.0118, -1.9451)
H (-0.0636, -2.1112, -4.5618)
H (3.4642, 3.5792, -3.5405)
C (-1.0742, -1.0144, -3.0516)
H (0.5280, 3.6119, -1.4137)
H (-5.5216, -1.8404, -1.9406)
O (-0.0396, -2.9863, -2.2601)
N (-1.8198, 0.0361, -2.7094)
C (-4.7654, -1.9701, 0.0600)
C (3.5653, 2.7741, -2.8049)
C (-2.1704, 0.9117, -3.6494)
H (0.5520, 2.3163, 1.2234)
H (-5.3375, -5.8935, 2.3552)
C (1.2934, 1.9324, -3.4238)
O (-1.1836, -1.7394, -0.7910)
C (-3.0649, 2.0313, -3.1967)
C (-3.1636, -1.6040, 3.5153)
H (-1.0809, 1.7491, 2.7726)
C (1.9604, -1.5905, 5.4381)
C (-4.9553, -1.2323, -1.2334)
H (1.4118, 4.3957, -2.7163)
C (-1.7697, 0.7927, -4.9696)
C (2.6572, 2.0332, 0.7025)
In (-1.2296, 0.3891, -0.2935)
H (-0.3033, 2.4110, 5.0395)
H (1.7206, 1.0796, -3.9450)
C (0.7755, 0.5872, 5.3342)
H (2.1702, 0.1887, 1.7575)
H (2.1312, 4.3189, -1.1156)
C (-5.0822, -4.0182, 1.3271)
O (-2.6964, 3.2115, -3.7237)
H (5.4175, -0.7220, -1.4900)
H (3.4156, 0.0377, -3.4745)
C (-0.4552, 1.0746, 3.3489)
H (5.1455, 1.0058, -1.6858)
H (3.7256, 3.8106, -0.0243)
H (-5.7526, -3.7111, -0.6827)
C (0.6192, -0.9478, 3.4847)
H (-5.2625, -6.0395, 0.5975)
C (4.8322, 0.1275, -1.1225)
H (-0.0562, -1.7821, 1.1187)
C (-4.0947, -1.3937, 1.1504)
H (2.0346, -0.9081, -2.8752)
O (-2.0794, 3.4475, 0.7852)
C (-0.6556, -1.2307, -4.3569)
O (-2.6510, 4.4352, -1.0489)
H (-4.2508, -4.0129, 3.2950)
Te (-3.5199, 0.6618, 1.1016)
C (-4.4083, -3.4385, 2.3874)
H (2.0213, -4.0253, 3.0796)
H (-3.7413, -0.8395, 4.0405)
H (3.5745, -2.2911, -0.8157)
H (1.1435, 0.8379, 6.3230)
H (2.3420, -1.3515, 6.4227)
N (-2.0698, 3.5304, -0.4454)
C (2.1668, 2.4434, -2.2714)
C (-0.0129, 1.4502, 4.6362)
C (3.3464, -0.2090, -1.2803)
H (-2.9446, -2.4116, 4.2154)
H (1.9650, -1.6523, -0.4418)
H (-3.9862, -0.9997, -1.6745)
C (-1.0017, -0.3061, -5.3261)
C (2.2684, -2.7683, 4.8171)
H (4.2402, 3.1316, -2.0271)
H (2.9114, -3.4865, 5.3120)
H (4.1528, 3.2803, 1.5951)
C (1.1280, -0.6612, 4.7684)
H (1.3295, 3.7937, 0.6902)
H (0.7080, -3.2991, 1.1377)
H (3.6548, -1.6011, -2.8850)
H (4.0396, 1.9347, -3.3096)
C (1.4879, 2.8707, 1.2406)
H (2.9754, 1.4125, 2.7400)
H (3.3308, -1.3155, 0.6313)
O (-1.4742, 2.6244, -1.1226)
P (2.0901, 1.1610, -0.8715)
C (-5.6275, -5.4185, 1.4178)

(2)
Molecular formula: C37H51FN8O3S3
Method: DFT, wB97M-V/def2-TZVPD

The calculation puts the HOMO energy at -8.16 eV. For the frontier orbital gap, the calculation gives 8.155 eV.

Geometry (Å):
H (4.9783, 1.2942, 7.0039)
H (3.5051, 3.9765, 7.1899)
H (1.4542, -4.4553, 0.8279)
C (-3.8977, -7.4437, -4.9565)
H (-4.3177, -6.5907, -5.4929)
H (0.1342, 5.3059, -2.5825)
H (1.5560, -1.7730, 4.8098)
C (2.0971, 3.3782, 2.5148)
C (0.5204, -3.6262, -2.3486)
C (2.3336, 4.8844, 2.6864)
H (0.5601, -3.9966, -3.3620)
H (3.3540, 4.7698, 4.5967)
H (5.5489, 4.9409, 6.1551)
C (-0.0796, -1.9235, -0.7678)
N (1.1100, -4.5590, 3.4329)
C (-0.0396, -2.3928, -2.0738)
N (-2.8350, 3.3922, -2.1723)
H (-4.1139, -5.2006, -3.2905)
C (-4.7322, -1.1799, -1.6828)
S (-5.4872, 2.3190, -2.6251)
C (3.2781, 2.7436, 1.9245)
S (-3.0584, -2.4049, -3.5101)
C (1.5748, -1.1335, -4.3769)
C (-4.2100, -7.3625, -3.4666)
C (-2.3085, 4.3530, -1.8431)
H (4.9430, 3.5398, 8.0962)
H (0.4073, -2.2216, 1.2660)
C (1.4527, -3.4769, 3.6037)
H (1.3675, 2.5814, -3.3764)
C (-5.8959, -0.2710, -2.0839)
H (3.4597, 1.5761, 7.8575)
C (1.9019, -2.0976, 3.8273)
H (-6.8311, -0.7241, -1.7587)
C (1.0296, -3.8931, 0.0079)
F (-6.6112, 2.1999, -4.0809)
C (-0.1105, 5.4141, -1.5243)
C (0.4622, 4.2282, -0.7541)
H (1.5014, -5.3222, -1.4903)
C (4.1400, -2.8630, 4.7721)
H (-3.6275, -0.1111, -3.2289)
C (0.4660, 0.6663, -3.2946)
H (3.9190, -3.9221, 4.6318)
H (-4.3193, -8.3530, -5.3853)
H (-4.5278, -1.1338, -0.6133)
H (1.2416, 3.2055, 1.8636)
H (1.4266, 5.3380, 3.0922)
N (4.2112, 2.2558, 1.4678)
H (-5.0656, -2.2075, -1.8701)
C (5.2973, 3.8906, 6.0076)
H (3.7220, -0.9597, 3.8692)
C (0.4978, -0.6814, -3.6244)
C (3.4285, -2.0016, 3.7348)
H (3.8439, -2.5831, 5.7856)
C (4.0713, 1.9004, 7.0152)
H (4.4441, 4.8178, 3.2044)
C (1.0409, -4.3624, -1.2933)
H (1.5447, 4.1815, -0.8737)
H (-5.9405, -0.2154, -3.1755)
H (3.6182, 6.2804, 3.7228)
H (1.8866, 2.9095, 3.4783)
H (2.5122, 5.3401, 1.7096)
H (-3.9329, -6.0555, -1.7574)
O (-5.8584, 3.5146, -1.9277)
C (-3.4704, -0.9307, -2.5278)
H (3.3824, -0.5955, -5.4043)
C (-2.2196, -5.9996, -2.9427)
H (0.2416, 4.3069, 0.3116)
H (-2.8223, -7.4654, -5.1377)
C (-1.6294, 5.5501, -1.3549)
C (1.4511, 1.5534, -3.7013)
H (-5.2911, -7.4047, -3.3223)
H (3.2860, 1.7908, -4.7561)
H (-3.7855, -8.2327, -2.9621)
H (4.7863, 3.8089, 5.0475)
C (4.4226, 3.3864, 7.1497)
H (-0.5190, -0.9491, -0.5856)
C (-6.5574, 1.6265, 0.5658)
H (1.4393, -1.4550, 3.0785)
C (-1.3893, -2.1401, -4.0490)
N (-1.0778, -5.9406, -3.0425)
H (3.7534, -2.2996, 2.7361)
O (-6.3342, 2.1398, 1.5794)
H (-1.8875, 5.6884, -0.3035)
C (3.5058, 5.2023, 3.6065)
S (-0.9963, -2.7041, -5.5150)
H (6.2292, 3.3258, 5.9468)
C (2.5512, -0.2524, -4.8007)
H (0.3616, 6.3352, -1.1807)
H (-2.6224, -0.6400, -1.9115)
O (-3.4927, 2.4759, -2.8477)
H (-0.3532, 1.0262, -2.6794)
N (-6.9068, 1.3184, -0.5777)
N (-5.7786, 1.0480, -1.4454)
C (0.4447, -2.6583, 0.2778)
C (2.5157, 1.0909, -4.4617)
N (2.7423, 1.4571, 4.8087)
H (5.2203, -2.7421, 4.6906)
C (-3.6763, -6.0806, -2.8172)
H (0.0554, 3.2826, -1.1173)
N (-0.5754, -1.4995, -3.0930)
H (1.6355, -2.1837, -4.6227)
C (3.3254, 1.6501, 5.7786)
H (-2.0060, 6.4106, -1.9091)

(3)
Molecular formula: C37H51ILuN5O2SSb
Method: DFT, wB97M-V/def2-TZVPD

The calculation puts the HOMO energy (alpha / beta) at -8.90 / -8.88 eV. The value obtained for the relative energy (zero: lowest compared OMol25 entry of this formula, charge and spin) is 97.70 kcal/mol. Its total charge is +1. For the frontier orbital gap (alpha / beta), the calculation gives 4.149 / 4.420 eV.

Geometry (Å):
C (-12.0256, -0.6109, 3.6491)
C (-14.4522, 1.7382, 5.7129)
N (-22.1699, 0.9184, 5.4814)
C (-18.1210, 6.2084, 4.1741)
N (-18.8746, 5.1973, 4.5233)
C (-24.7687, 4.2238, 3.6296)
H (-16.9153, -2.6530, 6.6113)
H (-21.1078, -1.8298, 7.2289)
H (-25.9912, 2.3438, 3.5633)
H (-13.2351, -3.0061, 6.9384)
H (-13.7110, -1.0829, 7.6118)
H (-22.0546, 7.4568, 5.2554)
O (-22.4332, 3.8139, 3.9919)
N (-24.1656, 6.9310, 3.9448)
H (-14.9153, -4.4346, 3.7898)
C (-22.7992, 1.5326, 6.4803)
C (-25.0082, 2.7932, 3.4359)
H (-12.1580, -3.1331, 2.7198)
H (-16.6034, -4.1638, 7.3636)
H (-22.5654, -1.6786, 9.6230)
H (-16.4625, 6.9501, 3.1833)
C (-25.8334, 5.1927, 3.6497)
H (-13.9457, -3.3705, 2.4754)
H (-28.5318, 3.5665, 4.5816)
C (-21.7456, -0.3824, 5.7594)
C (-23.6313, -1.4826, 0.8956)
Lu (-21.8273, 1.9075, 3.4813)
C (-16.0780, -3.2953, 6.9518)
H (-26.2025, 7.3640, 3.6132)
I (-19.6812, 2.2137, 1.4785)
C (-13.6928, -0.0006, 7.4562)
C (-15.0688, -3.5937, 5.8880)
C (-13.0915, -2.6303, 2.3973)
C (-22.6301, 0.3252, 2.0818)
H (-12.0748, 0.2638, 4.2289)
H (-14.4076, 4.0082, 3.6192)
C (-24.9216, -1.1029, 1.3028)
S (-19.2958, 2.6819, 4.9526)
H (-14.9353, 4.2507, 1.8576)
C (-15.5617, -4.3466, 4.7007)
H (-21.2124, 5.9440, 4.8966)
H (-14.9958, 1.7607, 4.7998)
C (-22.9130, 1.0022, 7.7613)
H (-18.5817, 7.2106, 4.3770)
H (-16.2567, 1.0189, 8.1824)
C (-23.9493, 0.8479, 2.3237)
C (-25.0951, 0.1351, 1.8772)
H (-16.8032, 1.0153, 6.4458)
H (-15.7790, -5.4308, 4.9249)
C (-14.7898, 0.5729, 6.6292)
H (-13.3684, 1.9091, 5.4690)
H (-25.6696, -1.8790, 1.2576)
N (-17.1262, 3.7814, 3.8159)
C (-16.4162, 4.8425, 3.3518)
C (-13.6507, -3.8970, 6.4250)
H (-13.7368, 0.4670, 8.4311)
C (-14.9810, 4.6366, 2.9147)
O (-27.6077, 3.5771, 4.2036)
H (-13.7311, -4.7016, 7.2166)
H (-11.4875, -1.3312, 4.2719)
H (-21.4089, 7.1432, 3.5559)
C (-22.2078, -0.6563, 9.5457)
H (-26.0934, 0.4848, 2.0733)
C (-23.1666, 6.0853, 4.1065)
H (-13.5137, -0.2538, 1.3432)
Sb (-14.6995, -1.3658, 5.0173)
H (-21.5962, -0.9655, 4.8494)
C (-23.4245, 4.6540, 3.8252)
H (-27.5820, 4.7390, 2.4495)
H (-23.4720, -2.3325, 0.2594)
H (-23.1602, 2.5326, 6.2077)
H (-27.8766, 5.6604, 3.8798)
C (-27.3077, 4.7995, 3.5258)
C (-18.3453, 3.9994, 4.3306)
C (-16.1699, 0.5426, 7.1530)
C (-21.8627, 6.6653, 4.4641)
C (-25.4438, 6.5135, 3.7049)
C (-22.1733, -0.1562, 8.0902)
H (-16.5022, -3.9812, 4.3153)
H (-14.5249, 0.5006, 2.7062)
H (-23.4039, 1.6997, 8.5283)
C (-22.4558, -0.7155, 1.1846)
H (-16.5469, -0.5203, 7.2711)
C (-13.3289, -1.3138, 3.2111)
H (-12.9329, -4.2316, 5.6239)
H (-21.1127, -0.6111, 9.8211)
H (-13.0364, -2.3350, 1.3198)
H (-14.8338, 2.5906, 6.2854)
H (-12.7997, 0.3729, 7.0052)
C (-16.9311, 6.0908, 3.4727)
C (-21.5914, -0.8877, 7.0708)
H (-11.3608, -0.3076, 2.7768)
H (-21.4564, -0.9987, 0.7705)
H (-15.0807, -1.0738, 1.8617)
H (-22.9433, -0.0587, 10.1465)
N (-23.9927, 2.0264, 3.0221)
H (-14.4618, 5.5978, 2.7670)
C (-14.1808, -0.5076, 2.2348)
H (-15.7059, -2.7537, 7.9017)

(4)
Molecular formula: C37H52AsCdN7O4Si2
Method: DFT, wB97M-V/def2-TZVPD

The calculation puts the HOMO energy at -7.46 eV. The value obtained for the relative energy (zero: lowest compared OMol25 entry of this formula, charge and spin) is 43.31 kcal/mol. For the frontier orbital gap, the calculation gives 7.496 eV.

Geometry (Å):
H (-3.1071, -2.5805, -0.2607)
C (-1.1150, -2.7026, -6.2451)
H (4.2790, 2.9810, 0.5492)
H (-0.2699, 3.1501, -0.8011)
H (-1.7950, -1.0790, -7.4254)
C (-6.0798, 5.5932, -5.7600)
C (1.4820, -4.0629, 6.7526)
N (-0.6118, -1.9698, 1.9152)
N (4.9050, -3.5807, 5.4071)
C (0.7513, -3.2495, 5.9308)
C (-4.3369, 5.6072, -4.1137)
C (4.9201, -0.4243, -2.0153)
H (0.2081, -3.5302, -2.6977)
H (3.1063, -3.0065, -1.9652)
C (1.2578, -0.2567, 3.8472)
C (2.7652, -2.6379, 4.7444)
C (2.8554, -4.1794, 6.6142)
H (-6.8397, 6.1658, -6.3208)
H (1.3496, 0.0598, 4.8654)
H (0.3422, 3.2426, 0.8079)
C (-5.7231, 4.3169, -6.1353)
C (0.5314, -2.4538, 2.6477)
C (3.1331, 3.3905, -2.0085)
C (-3.9696, 4.2923, -4.5066)
H (-0.3297, -3.1918, 6.0520)
Si (3.6867, -0.8580, -0.7304)
H (4.0229, 2.8835, -2.3511)
C (3.2392, 2.7937, 0.8692)
O (-0.7352, -1.4771, 4.4093)
H (-3.7759, 6.1568, -3.3798)
H (-0.6711, 2.1795, 4.1978)
Si (2.1571, 2.4921, -0.6787)
H (5.3022, 0.5671, -1.8992)
H (4.0897, -0.8826, 1.6947)
H (-1.9284, 0.5363, -5.5006)
C (1.4111, -2.4558, 4.9390)
H (-3.5947, 0.0895, -1.2388)
C (0.5369, -1.6056, 4.0239)
H (-2.1546, 1.0230, -1.3478)
H (5.1673, 0.2247, 1.0234)
C (-1.1498, -0.9121, -4.1232)
H (-5.7294, 7.2351, -4.4059)
H (-0.2950, -4.0900, -4.8429)
H (-3.2383, 2.2539, 4.2316)
C (-2.9597, 3.5973, -3.7244)
C (-4.2298, 1.2122, 1.1651)
O (5.3407, -3.2724, 4.3050)
H (5.8224, -1.0013, -1.8203)
H (-1.1907, -0.1774, -3.3601)
H (4.5411, -0.4971, -3.0448)
H (-5.3072, 1.9329, 2.8191)
C (3.2660, -2.6988, -0.9107)
H (0.5118, -1.9458, -2.3300)
C (-1.5460, -0.4680, -5.3863)
C (-2.6824, 0.3288, -0.6855)
H (-1.7862, -3.6930, 1.4502)
O (1.6970, -2.3522, 1.8408)
C (-0.7936, 1.2257, 3.7180)
H (2.5094, 3.6207, -2.9138)
H (-4.4885, 2.6434, -5.8100)
As (1.6151, 0.2780, -1.1763)
H (-1.0774, 0.4329, 4.4015)
C (-2.9775, 0.9027, 0.6665)
H (2.2605, -0.2716, 3.4090)
H (0.4157, -3.5218, 2.8137)
C (0.6183, 3.4426, -0.2475)
C (3.4726, -3.4906, 5.6097)
H (-1.0165, -3.3506, -7.1127)
C (-5.4177, 6.2392, -4.7172)
H (-0.7510, -3.0980, 0.1622)
N (-1.8795, 0.9831, 1.4704)
C (-2.4443, -1.9401, 0.3762)
H (0.9258, -4.7039, 7.4748)
C (-4.3230, 1.7290, 2.4711)
N (-0.2410, -2.5959, -2.6422)
H (3.3683, -2.1404, 3.9699)
Cd (0.1098, -0.0620, 0.9095)
C (-1.9941, 1.3942, 2.7243)
C (4.6879, -0.7182, 0.8121)
H (3.2057, 1.9124, 1.4942)
H (2.9725, 3.6751, 1.4255)
C (-3.1786, 1.8472, 3.2451)
H (1.0222, 1.5648, 2.9377)
H (0.7664, 4.4905, -0.4210)
C (-4.7209, 3.6355, -5.4524)
H (3.4342, 4.3023, -1.5633)
C (-0.7004, -3.1255, -4.9866)
H (-5.1262, 1.1103, 0.5569)
H (2.3560, -3.0268, 2.1137)
H (5.4922, -1.4266, 0.7270)
H (-1.2152, -1.6907, 2.7554)
N (-2.1797, 3.0603, -3.0668)
N (0.4414, 0.7441, 3.0850)
H (2.4063, -3.0163, -0.3238)
C (-0.6944, -2.2152, -3.9334)
H (4.1834, -3.2354, -0.6119)
H (-6.2555, 3.8441, -6.9592)
C (-1.4875, -1.3741, -6.4412)
C (-1.3622, -2.7961, 1.0078)
O (5.5727, -3.9026, 6.3613)
H (-3.0615, -1.5010, 1.0894)
N (-1.8650, -0.8802, -0.4543)
H (-1.5797, -1.2915, -1.3634)
H (3.4675, -4.7155, 7.3222)

| no. | maximum force (eV/A) | E (Ha) |
| --- | --- | --- |
| 1 | 0.58 | -3040.00683 |
| 2 | 5.27 | -3398.39526 |
| 3 | 3.61 | -4036.03073 |
| 4 | 2.43 | -5107.82298 |